one.
# C4H6N3O

The ion C4H6N3O with charge +1 (wB97M-V/def2-TZVPD, the Open Molecules 2025 dataset).

Properties
Net charge: +1
E_LUMO (Eh): -0.15797
Orbital gap (eV): 11.2

Structure (XYZ):
```
14
C4H6N3O, DFT wB97M-V/def2-TZVPD
N 1.64909 -0.39621 -1.00676
C 0.78242 -0.33777 -0.05228
N 0.90147 -0.42552 1.23069
C -0.41797 -0.59007 1.90391
O -0.51683 -0.45249 3.06809
C -1.38168 -0.66989 0.74952
C -1.50670 0.63816 0.17783
N -0.63173 -0.39249 -0.45172
H 2.65485 -0.22042 -1.08546
H 1.11632 -0.42342 -1.89302
H 1.77625 -0.24355 1.70651
H -2.24298 -1.39613 0.88571
H -2.22172 0.73303 -0.59583
H -1.15118 1.45917 0.73968
```

***

two.
# C4H6N3O

The ion C4H6N3O with charge +1 (wB97M-V/def2-TZVPD, the Open Molecules 2025 dataset).

Properties
Net charge: +1
E_LUMO (Eh): -0.15489
Orbital gap (eV): 8.8

Structure (XYZ):
```
14
C4H6N3O, DFT wB97M-V/def2-TZVPD
C 0.07383 -0.52826 -1.32976
C -0.26632 0.76216 -1.19201
C -0.31025 2.42465 0.48538
C 0.10675 -1.50736 -0.18762
N -0.45184 1.20134 0.16044
N -0.59018 0.36221 1.23465
N 0.26811 -0.75468 1.12352
O -0.35546 3.50371 0.82701
H 0.29219 -1.07964 -2.21446
H -0.32751 1.63620 -1.75574
H -0.91065 -1.91249 -0.30602
H 1.05824 -2.21659 -0.20101
H 0.14778 -1.47696 1.88474
H 1.26529 -0.41428 1.47087
```

***

three.
# C4H6N3O

The ion C4H6N3O with charge +1 (wB97M-V/def2-TZVPD, the Open Molecules 2025 dataset).

Properties
Net charge: +1
E_LUMO (spin up / spin down) (Eh): -0.19092 / -0.19090
Orbital gap (spin up / spin down) (eV): 8.0 / 8.0

Structure (XYZ):
```
14
C4H6N3O, DFT wB97M-V/def2-TZVPD
C -1.94539 0.96254 -0.78994
C -1.48052 0.21453 0.09419
N -1.01811 -0.40834 1.08119
N 0.18838 -0.96740 1.07861
C 1.15351 -0.45664 0.25388
C 1.22978 -0.78587 -1.06313
N 1.76622 0.65878 0.78711
O 2.81134 1.15071 0.36952
H -1.90410 2.12829 -0.68620
H -2.34661 0.71312 -1.82399
H -1.38686 -0.30560 2.01525
H 0.45983 -1.33200 1.97707
H 1.96247 -0.25343 -1.57981
H 0.51006 -1.31870 -1.71376
```

***

four.
# C4H6N3O

The ion C4H6N3O with charge +1 (wB97M-V/def2-TZVPD, the Open Molecules 2025 dataset).

Properties
Net charge: +1
E_LUMO (Eh): -0.22550
Orbital gap (eV): 7.7

Structure (XYZ):
```
14
C4H6N3O, DFT wB97M-V/def2-TZVPD
H 2.07944 -2.26909 0.18604
N 1.49261 -1.44799 0.07786
N 0.24159 -1.66759 -0.02408
C -0.68109 -0.72020 -0.12505
N -0.38975 0.60818 -0.05452
C -1.50888 1.52589 0.03009
C 0.80477 1.11555 -0.00234
C 2.02017 0.57011 -0.00757
O 3.16652 0.63189 0.00482
H -0.13965 -2.62915 -0.02716
H -1.70941 -1.01567 -0.24666
H -1.14595 2.53945 -0.12348
H -1.95884 1.46226 1.02319
H -2.27154 1.29634 -0.71113
```

***

Most stable: one

***

one.
# C20H30N2O5

An isolated molecule of C20H30N2O5 (wB97M-V/def2-TZVPD, the Open Molecules 2025 dataset).

Properties
E_LUMO (Eh): 0.02162
Orbital gap (eV): 8.6

Structure (XYZ):
```
57
C20H30N2O5, DFT wB97M-V/def2-TZVPD
C 5.66712 2.24596 0.60550
C 5.36612 0.92826 -0.09689
C 3.86439 0.73511 -0.30283
C 3.56599 -0.57448 -1.02698
C 2.07178 -0.94076 -1.14845
C 1.26087 0.08682 -1.93750
N 0.95444 1.22804 -1.11411
C 0.76300 1.19099 0.21831
O 0.39884 2.16919 0.84009
C 1.00172 -0.14578 0.91590
O 0.71874 -0.27628 2.08883
N 1.46636 -1.16145 0.14836
C 1.60162 -2.48079 0.73911
C 0.65177 -3.51516 0.12592
C -0.78443 -3.42068 0.65435
C -1.42239 -2.08303 0.40352
C -1.87051 -1.30600 1.45192
C -2.40711 -0.03259 1.25861
O -2.79960 0.59945 2.38895
C -2.71004 2.01032 2.46655
C -2.52642 0.47100 -0.04655
O -3.12670 1.69656 -0.27366
C -2.32827 2.68623 -0.90101
C -2.10930 -0.34012 -1.11070
O -2.19571 0.09393 -2.42990
C -3.52001 0.19142 -2.92211
C -1.56535 -1.59322 -0.88762
H 6.73732 2.36332 0.75821
H 5.31024 3.08506 0.01247
H 5.17428 2.28014 1.57415
H 5.75951 0.10162 0.49899
H 5.87049 0.90752 -1.06619
H 3.37152 0.73929 0.67197
H 3.47569 1.57811 -0.87600
H 3.98540 -0.53655 -2.03503
H 4.06958 -1.38648 -0.49652
H 2.02102 -1.88960 -1.69585
H 1.83877 0.42114 -2.80360
H 0.32971 -0.36775 -2.29827
H 0.67395 2.08008 -1.58086
H 2.63563 -2.81955 0.61728
H 1.39134 -2.36821 1.80462
H 0.64989 -3.41172 -0.96058
H 1.03920 -4.50880 0.36060
H -1.37795 -4.20114 0.16949
H -0.78246 -3.61704 1.72700
H -1.77942 -1.64432 2.47143
H -1.73056 2.35447 2.12479
H -3.50108 2.49923 1.89375
H -2.82526 2.24490 3.52415
H -1.47148 2.94717 -0.27266
H -2.97480 3.55541 -1.01353
H -1.97856 2.36159 -1.88460
H -3.43819 0.59298 -3.93113
H -4.13287 0.85551 -2.30824
H -3.99094 -0.79681 -2.95760
H -1.26989 -2.18256 -1.74330
```

***

two.
# C20H30N2O5

An isolated molecule of C20H30N2O5 (wB97M-V/def2-TZVPD, the Open Molecules 2025 dataset).

Properties
E_LUMO (Eh): 0.02452
Orbital gap (eV): 8.6

Structure (XYZ):
```
57
C20H30N2O5, DFT wB97M-V/def2-TZVPD
C -8.59201 -1.03962 1.52058
C -7.08789 -1.26528 1.42819
C -6.52201 -0.78038 0.09543
C -5.01392 -1.00164 0.00611
C -4.42091 -0.59056 -1.34256
C -4.33792 0.93023 -1.50583
O -3.51571 1.54023 -0.53460
C -2.15922 1.44033 -0.63288
C -1.45706 0.90262 -1.70612
C -0.07405 0.89554 -1.69476
C 0.63709 1.40112 -0.61317
O 2.00734 1.30512 -0.68260
C 2.78617 2.30032 -0.04971
C 3.38658 1.91053 1.32268
O 2.42781 1.70740 2.32175
C 4.36265 0.72801 1.20101
N 3.83114 -0.40534 0.47582
C 4.37886 -0.80976 -0.75745
O 5.29731 -0.26958 -1.31284
N 3.68779 -1.90436 -1.13500
C 2.66563 -2.29643 -0.19173
C 3.00118 -3.63558 0.47306
C 1.27243 -2.31995 -0.81397
C 2.77698 -1.17517 0.83994
O 2.06848 -1.01429 1.80793
C -0.06100 1.94092 0.46136
C -1.43984 1.95925 0.44343
H -9.10783 -1.57284 0.72463
H -8.97511 -1.39378 2.47474
H -8.82527 0.01905 1.42919
H -6.59038 -0.73535 2.24330
H -6.87290 -2.33001 1.54631
H -6.74905 0.28108 -0.01748
H -7.01516 -1.31522 -0.72064
H -4.80407 -2.06087 0.17322
H -4.51435 -0.43539 0.79464
H -5.02590 -0.99408 -2.15702
H -3.41485 -1.00711 -1.42614
H -5.32165 1.37915 -1.34907
H -4.00451 1.18961 -2.51872
H -1.96610 0.50027 -2.56773
H 0.47106 0.50505 -2.54139
H 3.62143 2.49804 -0.73102
H 2.20129 3.21788 0.07248
H 3.96975 2.78170 1.65280
H 2.09641 0.79067 2.26589
H 5.25673 1.03623 0.65342
H 4.64014 0.40529 2.21024
H 3.86702 -2.38729 -1.99765
H 2.31135 -3.81435 1.29326
H 2.91363 -4.44440 -0.24856
H 4.01616 -3.62133 0.86445
H 1.06884 -1.37505 -1.30955
H 0.53283 -2.46337 -0.03091
H 1.19378 -3.13081 -1.53453
H 0.46429 2.33170 1.31882
H -1.98998 2.37714 1.27149
```

***

Most stable: two

***

one.
# CHF3O2P

A cluster of 2 separate species, CHF3O2P in total (wB97M-V/def2-TZVPD, the Open Molecules 2025 dataset).

Properties
Net charge: -1
E_LUMO (Eh): 0.16041
Orbital gap (eV): 9.0

Structure (XYZ):
```
8
CHF3O2P, DFT wB97M-V/def2-TZVPD
C 1.17260 0.35359 -0.06521
O -1.50785 -1.33439 1.18528
O -1.62131 -1.03705 -1.35190
F 1.81845 0.73985 -1.19975
F 2.01603 -0.52126 0.55803
F 1.16725 1.47261 0.73822
P -1.33176 -0.50810 -0.01247
H -1.71342 0.83475 0.14779
```

***

two.
# CHF3O2P

A cluster of 2 separate species, CHF3O2P in total (wB97M-V/def2-TZVPD, the Open Molecules 2025 dataset).

Properties
Net charge: -1
E_LUMO (spin up / spin down) (Eh): 0.09766 / 0.09767
Orbital gap (spin up / spin down) (eV): 9.0 / 9.0

Structure (XYZ):
```
8
CHF3O2P, DFT wB97M-V/def2-TZVPD
C 0.71184 0.03628 -0.25388
O -0.80563 -1.51429 1.26259
O -1.67036 -0.56232 -1.02319
F 1.43446 2.13422 0.48664
F 0.76813 0.28774 -1.60089
F 1.66769 -0.78740 0.00281
P -1.02946 -0.43525 0.27181
H -1.07668 0.84101 0.85412
```

***

Most stable: one

***

one.
# C4H11NP

A cluster of 2 separate species, C4H11NP in total (wB97M-V/def2-TZVPD, the Open Molecules 2025 dataset).

Properties
Net charge: +1
E_LUMO (spin up / spin down) (Eh): -0.18068 / -0.18136
Orbital gap (spin up / spin down) (eV): 7.9 / 8.0

Structure (XYZ):
```
17
C4H11NP, DFT wB97M-V/def2-TZVPD
C -1.16083 1.32612 0.03674
C -0.76755 0.35859 1.17959
C -0.62072 0.35365 -1.00244
C 0.07361 -0.39003 0.14070
N 0.18078 -1.93652 0.00375
P 2.72833 0.36009 0.28548
H -2.32456 1.40991 0.02685
H -0.68068 2.34247 0.16386
H -0.09660 0.74250 1.99150
H -1.57755 -0.31186 1.76704
H -1.41256 -0.31487 -1.29132
H 0.08657 0.77298 -1.77241
H 0.83142 -1.99004 -0.86343
H -0.67491 -2.27298 -0.34428
H 0.46276 -2.43818 0.90925
H 2.09546 1.54777 -0.02146
H 2.85705 0.44042 -1.20941
```

***

two.
# C4H11NP

A cluster of 3 separate species, C4H11NP in total (wB97M-V/def2-TZVPD, the Open Molecules 2025 dataset).

Properties
Net charge: +1
E_LUMO (spin up / spin down) (Eh): -0.18405 / -0.17490
Orbital gap (spin up / spin down) (eV): 6.6 / 7.1

Structure (XYZ):
```
17
C4H11NP, DFT wB97M-V/def2-TZVPD
C 1.50668 -0.71882 -0.82148
C -0.12938 -0.59443 -0.96164
C 2.07147 0.55380 -0.32477
C -0.52972 0.42619 0.01628
N -1.88782 1.06727 -0.25233
P 0.88652 1.63410 -0.01495
H 1.64463 -1.33951 0.11523
H 2.00390 -1.19911 -1.68301
H -0.24322 -0.33515 -1.96453
H -0.57768 -1.49121 -0.54070
H -2.52473 -1.63186 0.23380
H 3.11024 0.72126 -0.48083
H -2.08019 -1.60791 0.97738
H -2.56188 0.52148 0.25423
H -2.10033 1.02411 -1.19776
H -1.92220 2.07876 0.11535
H 1.28061 2.46611 1.04228
```

***

three.
# C4H11NP

The ion C4H11NP with charge +1 (wB97M-V/def2-TZVPD, the Open Molecules 2025 dataset).

Properties
Net charge: +1
E_LUMO (Eh): -0.14361
Orbital gap (eV): 9.9

Structure (XYZ):
```
17
C4H11NP, DFT wB97M-V/def2-TZVPD
C 0.72487 -2.33463 0.92699
N -0.27237 -1.85823 0.02755
C 0.17489 -0.87416 -1.07706
C 0.00957 0.48256 -0.80142
P -1.00498 1.32862 0.51633
C -0.12409 2.88903 0.24078
H 1.56396 -2.69059 0.36088
H 1.25568 -1.55012 1.52454
H 0.25214 -3.00411 1.69242
H -0.85516 -1.27018 0.60713
H -0.95064 -2.65679 -0.21478
H 0.84528 -1.25875 -1.75959
H 0.09414 1.24459 -1.52215
H -1.91394 1.95383 -0.65294
H -0.61646 3.79403 0.54698
H -0.13150 3.01990 -0.81963
H 0.94861 2.78499 0.40397
```

***

four.
# C4H11NP

A structure of composition C4H11NP (wB97M-V/def2-TZVPD, the Open Molecules 2025 dataset).

Properties
Net charge: +1
E_LUMO (Eh): -0.15079
Orbital gap (eV): 9.3

Structure (XYZ):
```
17
C4H11NP, DFT wB97M-V/def2-TZVPD
C 1.41232 0.55436 -2.41347
C -0.95293 0.40603 1.45036
C 1.80392 1.20565 -1.33126
C -1.85406 -1.55408 0.33383
N -1.26626 -0.86791 1.45597
P 1.14065 0.82761 0.34582
H 1.83020 0.77701 -3.38008
H 0.67700 -0.23478 -2.38280
H -0.61000 0.84941 2.37623
H -1.50502 1.04752 0.77574
H 2.51222 2.02140 -1.36480
H -2.86536 -1.88301 0.58086
H -1.90682 -0.89048 -0.52874
H -1.26159 -2.43682 0.08618
H -0.91571 -1.46292 2.19765
H 1.75493 1.83573 1.07478
H 2.00650 -0.19473 0.72374
```

***

Most stable: four

***

one.
# ClHOS

A cluster of 2 separate species, ClHOS in total (wB97M-V/def2-TZVPD, the Open Molecules 2025 dataset).

Properties
E_LUMO (spin up / spin down) (Eh): -0.15104 / -0.15183
Orbital gap (spin up / spin down) (eV): 4.8 / 4.7

Structure (XYZ):
```
4
ClHOS, DFT wB97M-V/def2-TZVPD
O -0.89469 -1.41145 0.01373
S 1.71422 0.26473 0.14432
Cl -1.98456 -0.34329 -0.20808
H 1.16503 1.49001 0.05003
```

***

two.
# ClHOS

A cluster of 2 separate species, ClHOS in total (wB97M-V/def2-TZVPD, the Open Molecules 2025 dataset).

Properties
E_LUMO (spin up / spin down) (Eh): -0.14007 / -0.14016
Orbital gap (spin up / spin down) (eV): 5.9 / 5.9

Structure (XYZ):
```
4
ClHOS, DFT wB97M-V/def2-TZVPD
O -0.59110 -1.06898 -0.63631
S -0.27206 1.16670 0.89348
Cl 0.48803 -2.12261 -0.22435
H 0.37513 2.02489 -0.03282
```

***

Most stable: two

***

one.
# CHN2O4

A cluster of 2 separate species, CHN2O4 in total (wB97M-V/def2-TZVPD, the Open Molecules 2025 dataset).

Properties
Net charge: -1
E_LUMO (spin up / spin down) (Eh): 0.10386 / 0.14554
Orbital gap (spin up / spin down) (eV): 6.9 / 9.1

Structure (XYZ):
```
8
CHN2O4, DFT wB97M-V/def2-TZVPD
C -0.93077 0.98900 -0.82421
N -0.46222 0.54203 0.42240
N 1.40448 -0.95073 0.63656
O -2.05897 1.32406 -0.37411
O -0.45721 0.91385 -1.92862
O 2.44365 -0.52793 0.20738
O 1.10170 -2.05979 1.05506
H -1.04067 -0.23050 0.80554
```

***

two.
# CHN2O4

A structure of composition CHN2O4 (wB97M-V/def2-TZVPD, the Open Molecules 2025 dataset).

Properties
Net charge: -1
E_LUMO (Eh): 0.15404
Orbital gap (eV): 9.1

Structure (XYZ):
```
8
CHN2O4, DFT wB97M-V/def2-TZVPD
C 1.77185 -0.74234 0.10964
N 0.13081 -1.19853 1.07651
N -0.76014 -1.25898 0.21698
O 1.64725 0.44758 0.07643
O -0.47207 -1.60607 -0.95285
O 2.30855 -1.76704 -0.13260
O -1.91844 -1.10406 0.58149
H -0.13042 -0.97816 1.99654
```

***

three.
# CHN2O4

The ion CHN2O4 with charge -1 (wB97M-V/def2-TZVPD, the Open Molecules 2025 dataset).

Properties
Net charge: -1
E_LUMO (Eh): 0.15129
Orbital gap (eV): 9.0

Structure (XYZ):
```
8
CHN2O4, DFT wB97M-V/def2-TZVPD
O 0.72559 -1.27149 1.67234
C 0.86858 -0.81939 0.55758
O 1.87372 -0.85161 -0.16875
N -0.44871 -0.23441 -0.09456
N -0.57470 1.03568 -0.33941
O 0.11590 1.86281 0.15666
O -1.46969 1.33200 -1.11544
H -1.09068 -1.05360 -0.66843
```

***

Most stable: two